--- 1 ---
Computed, not measured: a structure of composition C2H5N3O2S, with ωB97M-V/def2-TZVPD.

Computed properties:
Spin multiplicity: 1
HOMO-LUMO gap (Eh): 0.34690
HOMO (eV): -9.744
Molecular weight (g mol⁻¹): 135.15

Element x y z (Å)
C 0.86064 0.41881 -0.62680
C -1.22555 0.92122 0.59727
N 0.49426 1.86254 -0.45719
N -0.59366 2.00654 0.14633
N -0.02750 -0.49490 0.06194
O -2.12764 -0.87435 -1.17005
O -3.68296 -0.29567 0.76941
S -2.91734 0.28164 -0.31608
H 0.87338 0.43939 -1.68744
H 1.93803 0.33849 -0.45740
H -1.21783 0.87162 1.71082
H -1.15779 -0.91235 -0.72662
H 0.19564 -0.83654 0.99115


--- 2 ---
Computed, not measured: the molecule C2H5N3O2S, with ωB97M-V/def2-TZVPD.

Computed properties:
Spin multiplicity: 1
HOMO-LUMO gap (Eh): 0.34995
HOMO (eV): -8.892
SMILES: [H]/N=C(\NS)ONC=O
Molecular weight (g mol⁻¹): 135.15

Element x y z (Å)
H -1.37116 -1.22254 -1.53182
N -1.24633 -0.53151 -0.71748
C -0.28753 -0.77883 0.07140
N 0.55180 -1.81041 0.36316
S 2.13783 -1.51960 0.90250
O -0.21182 0.04851 1.21082
N -0.52261 1.25633 0.84718
C -0.07339 1.79764 -0.39018
O 1.02329 1.39813 -0.76034
H 0.27628 -2.49969 -0.24272
H 2.15670 -0.26812 0.08324
H -1.66596 1.45917 1.06636
H -0.76712 2.67092 -0.90214


--- 3 ---
Computed, not measured: the molecule C2H5N3O2S, with ωB97M-V/def2-TZVPD.

Computed properties:
Spin multiplicity: 1
HOMO-LUMO gap (Eh): 0.37323
HOMO (eV): -9.417
SMILES: [H]/N=C(/NS)NOC=O
Molecular weight (g mol⁻¹): 135.15

Element x y z (Å)
H -0.06984 1.77792 -0.62322
N 0.82812 1.30432 -0.50308
C 0.66692 0.17950 0.05979
N 1.70314 -0.73358 0.26247
S 3.24918 -0.42830 -0.36237
N -0.52138 -0.37793 0.62547
O -1.60826 0.48707 0.42500
C -2.61253 -0.06922 -0.30376
O -2.59381 -1.17447 -0.74446
H 1.66911 -1.17834 1.16671
H 3.49195 0.76863 0.20086
H -0.77854 -1.23951 0.18996
H -3.42404 0.68391 -0.39336


Which of them is the most stable? Correct choice: 3.


--- 1 ---
Computed, not measured: the molecule C2H5N3O2S, with ωB97M-V/def2-TZVPD.

Computed properties:
Spin multiplicity: 1
HOMO-LUMO gap (Eh): 0.32092
HOMO (eV): -9.186
SMILES: N/N=C(/NO)C(O)=S
Molecular weight (g mol⁻¹): 135.15

Element x y z (Å)
N 0.65979 1.71149 0.19550
N 0.99601 0.36118 0.06061
C -0.01024 -0.48844 -0.01062
N 0.19698 -1.78439 -0.10268
O 1.55666 -2.14949 -0.10412
C -1.56591 -0.08261 -0.28764
O -1.74413 1.24445 -0.35060
S -2.83461 -1.02890 0.13997
H 1.23023 2.25760 -0.53731
H 0.95413 1.93790 1.13621
H -0.61860 -2.43000 0.22784
H 2.07452 -1.26260 -0.26459
H -0.89484 1.71380 -0.10257


--- 2 ---
Computed, not measured: a structure of composition C2H5N3O2S, with ωB97M-V/def2-TZVPD.

Computed properties:
Spin multiplicity: 1
HOMO-LUMO gap (Eh): 0.36667
HOMO (eV): -10.666
Molecular weight (g mol⁻¹): 135.15

Element x y z (Å)
C 1.72704 0.81604 1.68212
C 0.99463 0.07430 0.74799
N 2.49114 1.32371 2.39511
N 0.39480 1.36597 -0.62635
N -1.17389 -1.53380 0.40565
O -1.29636 0.40097 2.09504
O 0.03511 -1.59252 2.52388
S -0.44865 -0.62477 1.59384
H 1.51227 -0.80090 0.29253
H 1.28349 1.91974 -0.68523
H -0.41998 1.76467 -0.13859
H -0.94321 -1.25303 -0.53658
H -1.89359 -2.34712 0.51880


Which of them is the most stable? Correct choice: 2.


--- 1 ---
Computed, not measured: a structure of composition C38H45N4O4RhS5SbTe, with ωB97M-V/def2-TZVPD.

Computed properties:
Spin multiplicity: 2
HOMO-LUMO gap (alpha / beta) (Eh): 0.18064 / 0.18215
HOMO (alpha / beta) (eV): -2.013 / -2.054
⟨S²⟩: 0.77
Net charge: -2
Molecular weight (g mol⁻¹): 1134.40

Element x y z (Å)
Rh -0.48859 -1.30875 1.07044
S 0.56021 -0.41198 -1.93963
C 0.06580 -0.83118 -0.52474
C 7.22353 0.17739 -1.03824
C 6.17502 1.22141 -1.40101
C 6.42023 1.75053 -2.81337
Sb 4.07213 0.59535 -1.22964
C 3.84154 1.00804 0.88739
C 3.52757 2.49136 1.06461
C 5.02083 0.58816 1.75538
C 4.40430 -1.55666 -1.07332
C 3.47541 -2.21935 -0.05879
C 4.24972 -2.18974 -2.45416
H 8.23115 0.60939 -1.07972
H 7.20343 -0.65771 -1.74424
H 7.07867 -0.23339 -0.03891
H 6.25530 2.06097 -0.70143
H 6.32167 0.94979 -3.55265
H 7.43128 2.16361 -2.91332
H 5.70718 2.53031 -3.08624
H 2.95727 0.43358 1.17554
H 4.37669 3.11265 0.75709
H 3.31005 2.71813 2.11274
H 2.65604 2.79188 0.48043
H 5.90296 1.19997 1.54521
H 5.29609 -0.45865 1.60841
H 4.77755 0.72064 2.81629
H 5.43669 -1.68559 -0.73960
H 2.42291 -2.07795 -0.30763
H 3.62703 -1.84005 0.95250
H 3.66116 -3.29962 -0.03354
H 3.23568 -2.04722 -2.83484
H 4.43499 -3.26870 -2.40897
H 4.94368 -1.76195 -3.18375
Te -3.07828 -1.55378 1.48534
C -3.81683 0.06279 2.60604
C -3.17338 0.86964 3.50664
C -4.03831 1.79322 4.15284
C -5.33452 1.66648 3.74591
S -5.49080 0.44686 2.55788
H -2.10605 0.82099 3.67307
H -3.70878 2.51791 4.88589
H -6.18870 2.24155 4.06768
S -7.92172 -0.53678 -4.37586
C -6.89305 -0.17659 -3.09578
S -5.44022 0.73722 -3.29935
C -5.01337 0.55032 -1.59117
N -5.91728 -0.14286 -0.95632
N -6.95419 -0.53500 -1.79954
C -7.95855 -1.30572 -1.14987
C -7.57719 -2.06510 -0.04434
C -8.52411 -2.81081 0.63710
C -9.85316 -2.80598 0.23357
C -10.22495 -2.04047 -0.86099
C -9.28760 -1.28832 -1.55591
S -3.60251 1.21194 -0.93974
H -6.54298 -2.05177 0.26876
H -8.21434 -3.39992 1.49137
H -10.59140 -3.38826 0.77174
H -11.25874 -2.02088 -1.18510
H -9.57893 -0.69634 -2.40803
O -2.10412 -4.28728 0.46944
C -0.89758 -4.36058 0.67315
O -0.07572 -3.41042 0.89038
C -0.24913 -5.74016 0.67401
C -1.05145 -6.87260 0.75185
C -0.48676 -8.13600 0.76655
C 0.89212 -8.24549 0.68584
C 1.71442 -7.13492 0.59305
C 1.13258 -5.87855 0.59538
N 1.50016 -9.58045 0.69876
O 0.76485 -10.54711 0.79725
O 2.71266 -9.66205 0.61287
H -2.12324 -6.73182 0.79327
H -1.08983 -9.02905 0.83529
H 2.78424 -7.26619 0.52609
H 1.73537 -4.98229 0.53866
C 1.17862 -0.38054 5.68252
N 1.15231 -1.21813 4.50407
C -0.14727 -1.84120 4.33619
C 1.62195 -0.53819 3.29382
C 0.81370 0.65328 2.79979
C 1.06077 1.89566 3.39221
C 0.37459 3.03442 3.00446
C -0.56576 2.93794 1.98631
C -0.81351 1.71443 1.38260
C -0.15460 0.54543 1.78153
H 0.97926 -0.99643 6.56355
H 0.43231 0.42950 5.66104
H 2.16747 0.07029 5.79679
H -0.32632 -2.54407 5.15453
H -0.16988 -2.41669 3.40743
H -0.97979 -1.12254 4.31189
H 1.68689 -1.29561 2.50489
H 2.64618 -0.20128 3.49601
H 1.83099 1.96924 4.15626
H 0.58701 3.98832 3.47424
H -1.11490 3.81503 1.66303
H -1.56077 1.65229 0.60420


--- 2 ---
Computed, not measured: a structure of composition C38H45N4O4RhS5SbTe, with ωB97M-V/def2-TZVPD.

Computed properties:
Spin multiplicity: 2
HOMO-LUMO gap (alpha / beta) (Eh): 0.16406 / 0.16393
HOMO (alpha / beta) (eV): -1.487 / -1.487
⟨S²⟩: 0.75
Net charge: -2
Molecular weight (g mol⁻¹): 1134.40

Element x y z (Å)
Rh 0.00069 0.09602 0.41721
S -2.21755 -1.11270 2.39819
C -1.26254 -1.20599 1.04149
C -4.66674 2.03168 -0.17451
C -3.59870 2.75624 0.63829
C -3.73029 2.42922 2.12353
Sb -1.60577 2.24698 -0.04434
C -1.58628 3.10941 -2.03843
C -2.15035 2.12699 -3.06196
C -2.26494 4.46858 -2.16157
C -0.51677 3.79108 1.03254
C 0.08066 3.18527 2.30072
C -1.28184 5.07120 1.35223
H -5.66980 2.32544 0.15564
H -4.58353 0.94945 -0.04561
H -4.59274 2.24511 -1.24156
H -3.70253 3.83633 0.49180
H -3.55030 1.36861 2.30841
H -4.73943 2.66919 2.47989
H -3.01959 2.98790 2.73434
H -0.51367 3.22567 -2.22750
H -3.23078 2.01154 -2.94992
H -1.69482 1.14080 -2.98449
H -1.96444 2.49160 -4.07823
H -3.32831 4.40809 -1.91306
H -2.19482 4.83015 -3.19410
H -1.80836 5.22230 -1.52005
H 0.31087 4.01633 0.35182
H -0.69026 2.86718 3.00782
H 0.71935 3.91923 2.80531
H 0.69718 2.31663 2.06612
H -2.13584 4.87951 2.00538
H -1.65483 5.58200 0.46369
H -0.62497 5.77057 1.88188
Te 3.69560 3.40382 0.84425
C 5.15833 4.33051 -0.34605
C 6.13431 5.17135 0.11935
C 7.02479 5.62242 -0.89599
C 6.70350 5.11810 -2.11813
S 5.32893 4.09842 -2.03965
H 6.21348 5.45503 1.15992
H 7.85569 6.29145 -0.71913
H 7.19941 5.29897 -3.05872
S -4.57221 -6.40650 2.94334
C -3.63892 -5.55098 1.85405
S -3.22905 -3.87730 2.15375
C -2.27592 -3.86796 0.69479
N -2.27804 -4.98971 0.05558
N -3.05466 -5.93395 0.70008
C -3.07979 -7.21346 0.07111
C -2.03752 -7.54379 -0.79301
C -2.03524 -8.77380 -1.42741
C -3.06478 -9.68110 -1.21431
C -4.10291 -9.33815 -0.36262
C -4.12045 -8.10930 0.28159
S -1.30147 -2.58362 -0.02706
H -1.24327 -6.83366 -0.96249
H -1.21902 -9.01986 -2.09470
H -3.05741 -10.64353 -1.71035
H -4.91883 -10.02971 -0.19254
H -4.93113 -7.84602 0.94059
O 2.74208 2.78031 -1.55768
C 1.90484 1.85997 -1.41232
O 1.33741 1.63832 -0.30990
C 1.53694 1.06632 -2.64419
C 0.61815 0.01278 -2.65184
C 0.32158 -0.67639 -3.81827
C 0.93676 -0.30611 -5.01426
C 1.84797 0.75239 -5.02907
C 2.13734 1.41388 -3.85098
N 0.62878 -0.99308 -6.22123
O 1.17525 -0.61789 -7.27545
O -0.20149 -1.91704 -6.18797
H 0.07357 -0.29111 -1.74752
H -0.39012 -1.48940 -3.82422
H 2.30663 1.02980 -5.96622
H 2.84494 2.23251 -3.84240
C 3.02033 0.74785 3.88059
N 2.17468 -0.31770 4.39042
C 1.44834 0.13173 5.55834
C 1.23908 -0.78177 3.36260
C 1.92368 -1.45198 2.19273
C 2.96800 -2.33524 2.46021
C 3.66280 -2.95492 1.43337
C 3.31025 -2.67920 0.12099
C 2.26250 -1.80717 -0.14675
C 1.53146 -1.17665 0.87021
H 3.74820 1.04157 4.64124
H 2.43418 1.64169 3.60333
H 3.55704 0.41230 2.99381
H 2.15018 0.46283 6.32830
H 0.84921 -0.68629 5.96187
H 0.76725 0.97260 5.33328
H 0.62624 0.05433 2.98833
H 0.53757 -1.47364 3.83802
H 3.24629 -2.51200 3.49406
H 4.47706 -3.63620 1.65550
H 3.85140 -3.13886 -0.69986
H 2.01227 -1.61386 -1.18426


Which of them is the most stable? Correct choice: 1.


--- 1 ---
Computed, not measured: the molecule C6H7ClO, with ωB97M-V/def2-TZVPD.

Computed properties:
Spin multiplicity: 1
HOMO-LUMO gap (Eh): 0.36688
HOMO (eV): -9.045
SMILES: ClCCc1ccoc1
Molecular weight (g mol⁻¹): 130.57

Element x y z (Å)
Cl 0.10926 -1.89529 -3.19893
C 0.28784 -1.22199 -1.53479
C -0.45307 0.10768 -1.23381
C -0.18542 0.48789 0.17957
C -0.62333 -0.17527 1.39005
C -0.06370 0.47699 2.43489
O 0.67738 1.51128 1.99236
C 0.59031 1.53502 0.61520
H 0.01145 -1.98146 -0.88417
H 1.36306 -1.07502 -1.40387
H -1.53926 -0.01594 -1.51379
H -0.00358 0.84737 -1.89401
H -1.20636 -1.11742 1.51097
H -0.12023 0.25208 3.47585
H 1.15565 2.26407 0.06449


--- 2 ---
Computed, not measured: a structure of composition C6H7ClO, with ωB97M-V/def2-TZVPD.

Computed properties:
Spin multiplicity: 1
HOMO-LUMO gap (Eh): 0.36921
HOMO (eV): -9.736
Molecular weight (g mol⁻¹): 130.57

Element x y z (Å)
C 0.32255 -1.20689 -1.50865
C 0.98207 -1.38850 -0.09570
C 0.76482 -0.51064 0.85094
C -0.34723 0.50326 1.01223
C -0.82404 0.75629 -0.44694
C -0.50464 -0.01853 -1.48106
H -1.57740 -2.41831 -1.98807
H 1.19455 -1.00812 -2.08698
H 1.86331 -1.99657 -0.05170
H 1.52985 -0.42637 1.68382
H -1.13323 0.11978 1.76235
H -1.51915 1.53344 -0.76050
H -1.03523 0.05054 -2.46330
O -0.32560 -2.40488 -2.09241
Cl 0.05417 2.03381 1.80345


--- 3 ---
Computed, not measured: the molecule C6H7ClO, with ωB97M-V/def2-TZVPD.

Computed properties:
Spin multiplicity: 1
HOMO-LUMO gap (Eh): 0.38693
HOMO (eV): -9.764
SMILES: C#C[C@@H](O)[C@H]1C[C@@H]1Cl
Molecular weight (g mol⁻¹): 130.57

Element x y z (Å)
C 2.09090 1.84808 0.05574
C 1.36283 0.89735 -0.38686
C 0.79092 -0.47211 -0.72319
O 1.40058 -1.63826 0.10229
C -0.67468 -0.59884 -0.37406
C -0.92626 -0.37736 1.07775
C -1.46569 0.65169 0.13499
Cl -3.15973 0.26522 -0.28781
H 2.23722 2.93870 0.46430
H 1.07593 -0.51823 -1.78274
H 1.03396 -2.40483 -0.34125
H -1.03352 -1.34818 -1.05533
H -1.51204 -1.01709 1.79374
H 0.06742 0.04475 1.51690
H -1.28783 1.72910 -0.19448


Which of them is the most stable? Correct choice: 1.


--- 1 ---
Computed, not measured: the molecule C3H4OS2, with ωB97M-V/def2-TZVPD.

Computed properties:
Spin multiplicity: 1
HOMO-LUMO gap (Eh): 0.31126
HOMO (eV): -8.340
Molecular weight (g mol⁻¹): 120.20

Element x y z (Å)
C 0.51799 -0.63529 -0.05429
C 0.90467 -2.17444 -0.00692
C -0.77664 -0.31709 0.09936
O 2.10149 -2.47325 0.02610
S 1.97328 0.59166 -0.03030
S -2.13749 -1.38634 -0.06315
H -1.06424 0.71603 0.15224
H 2.64854 -1.57609 0.04777
H 1.26977 1.48447 0.41586
H -3.06507 -0.35369 0.39972


--- 2 ---
Computed, not measured: the molecule C3H4OS2, with ωB97M-V/def2-TZVPD.

Computed properties:
Spin multiplicity: 1
HOMO-LUMO gap (Eh): 0.36501
HOMO (eV): -9.422
SMILES: O=C1SCCS1
Molecular weight (g mol⁻¹): 120.20

Element x y z (Å)
O -3.00263 0.12961 0.05242
C -1.82920 0.16542 -0.08828
S -0.89124 -1.36720 -0.26887
C 0.66662 -0.76511 0.31042
C 0.85919 0.64559 -0.29737
S -0.71701 1.55632 -0.08293
H 1.52844 -1.39966 0.02211
H 0.58673 -0.72900 1.39789
H 1.63843 1.14800 0.27985
H 1.16067 0.61603 -1.32522


--- 3 ---
Computed, not measured: a structure of composition C3H4OS2, with ωB97M-V/def2-TZVPD.

Computed properties:
Spin multiplicity: 1
HOMO-LUMO gap (Eh): 0.29559
HOMO (eV): -8.886
Molecular weight (g mol⁻¹): 120.20

Element x y z (Å)
C -0.68357 1.21909 -0.84878
C -0.22602 -1.20321 0.48459
C 1.26685 -0.60739 0.75276
H -0.58822 2.14864 -0.10815
H 0.48905 0.91031 -1.25559
H -1.47520 1.35073 -1.78316
H 1.68597 -1.21769 1.59591
O 1.68481 0.22946 0.04935
S -1.53643 -0.24883 -0.01339
S -0.61724 -2.58110 1.12648


--- 4 ---
Computed, not measured: the molecule C3H4OS2, with ωB97M-V/def2-TZVPD.

Computed properties:
Spin multiplicity: 1
HOMO-LUMO gap (Eh): 0.30351
HOMO (eV): -9.239
SMILES: O=C[C@H](S)C=S
Molecular weight (g mol⁻¹): 120.20

Element x y z (Å)
O 0.55700 -1.77982 -1.06469
C -0.13594 -0.82130 -0.95870
C -0.41357 -0.32524 0.44140
S -1.71131 1.00512 0.35137
C 0.85946 0.69633 1.02453
S 1.71707 1.44608 -0.17384
H -0.47950 -0.04042 -1.66297
H -0.60685 -1.22308 1.09908
H -1.13477 1.81530 1.27471
H 1.01773 0.59387 2.09829


Which of them is the most stable? Correct choice: 2.


--- 1 ---
Computed, not measured: a cluster of 2 separate species, C2H4ClNO3 in total, with ωB97M-V/def2-TZVPD.

Computed properties:
Spin multiplicity: 1
HOMO-LUMO gap (alpha / beta) (Eh): 0.31333 / 0.32191
HOMO (alpha / beta) (eV): -10.751 / -9.816
Molecular weight (g mol⁻¹): 125.51

Element x y z (Å)
C -0.04489 0.46467 -0.57744
C -1.42455 0.21171 -0.03946
N -1.86736 -1.13849 0.03762
O -3.02187 -1.36190 0.32590
O -1.01922 -1.99274 -0.20150
O 0.95564 -0.15772 0.15996
Cl -2.63299 1.39226 -0.06432
H 0.16413 1.53545 -0.58200
H -0.03063 0.09521 -1.62337
H -0.61990 -0.09189 2.20602
H 0.78551 -1.11457 0.14792


--- 2 ---
Computed, not measured: the molecule C2H4ClNO3, with ωB97M-V/def2-TZVPD.

Computed properties:
Spin multiplicity: 1
HOMO-LUMO gap (Eh): 0.38885
HOMO (eV): -10.887
SMILES: C[C@](O)(Cl)[N+](=O)[O-]
Molecular weight (g mol⁻¹): 125.51

Element x y z (Å)
C 0.07006 -0.49054 0.22818
C -0.42846 0.83102 -0.85944
O -0.42017 2.01573 -0.13757
Cl -2.00815 0.60733 -1.48210
N 0.66021 0.85662 -1.89950
O 0.51881 0.11598 -2.83932
O 1.63520 1.57849 -1.71848
H 1.03040 -0.29098 0.60504
H -0.69570 -0.39059 1.00477
H -0.26298 -1.32036 -0.36794
H 0.46583 2.30521 -0.14300


Which of them is the most stable? Correct choice: 2.